1.
The following is a quantum chemistry calculation of one molecule with the formula C5H4N4 at a distorted geometry, from the OMol25 dataset.

Geometry as XYZ:
```
13
Properties=species:S:1:pos:R:3:forces:R:3
C 2.072744 -0.745050 0.143354 -0.94 1.80 1.30
N 1.457659 -1.663796 -0.588961 2.67 0.20 1.19
C 0.204124 -1.499071 -0.838282 -2.43 -1.63 -2.33
C -0.481478 -0.360193 -0.512804 0.00 0.34 0.26
N -1.759434 0.098835 -0.650724 -1.74 -2.13 -1.45
C -1.892319 1.109994 0.085643 2.10 1.89 0.92
N -0.696488 1.553010 0.694037 -0.72 -1.18 -0.09
C 0.219893 0.517414 0.280088 -0.97 2.24 1.84
N 1.429508 0.392330 0.682025 3.72 -2.28 -0.51
H 3.130352 -0.952079 0.416372 -0.94 0.56 -0.19
H -0.217341 -2.368269 -1.392743 -0.30 0.96 0.39
H -2.733432 1.736205 0.143626 -1.18 0.43 0.15
H -0.733788 2.180669 1.538369 0.73 -1.21 -1.48
```
Positions in Å, forces in eV/Å.

spin multiplicity	1

natural (NBO) population analysis, charges in e, atoms 1 to 4: 0.239 -0.455 0.084 -0.008

=====

2.
The following is a quantum chemistry calculation of C5H4NO2S2 as an isolated structure at a distorted geometry, from the OMol25 dataset.

Geometry as XYZ:
```
14
Properties=species:S:1:pos:R:3:forces:R:3
C 1.599613 -0.405639 -0.422680 0.21 0.07 -0.10
C 0.319682 -0.449673 0.187294 0.11 -0.02 0.10
C 1.855784 0.786825 -1.017948 -0.14 0.45 -0.06
C -0.346588 0.720941 0.071631 -4.16 0.50 0.02
C -2.297046 0.972538 0.397855 3.66 -0.40 -0.29
N -2.488451 1.776473 1.313152 0.37 0.56 0.56
O -4.701202 0.154304 0.365047 0.02 0.14 -0.17
O -3.140020 -1.230838 -0.969415 0.23 0.10 0.10
S 0.533849 1.889173 -0.821819 0.14 -0.60 0.15
S -3.647884 0.126300 -0.688574 -0.26 -0.15 0.04
H 2.289802 -1.233439 -0.434850 0.12 -0.10 0.00
H -0.076935 -1.319694 0.675494 -0.21 -0.17 0.04
H 2.731124 1.096093 -1.555318 0.25 0.00 -0.06
H -3.463125 1.947222 1.544966 -0.35 -0.37 -0.33
```
Positions in Å, forces in eV/Å.

spin multiplicity	1
total charge	-1

natural (NBO) population analysis, charges in e, atoms 1 to 4: -0.261 -0.324 -0.449 -0.245

=====

3.
The following is a quantum chemistry calculation of C5H4NO5Os as an isolated structure at a distorted geometry, from the OMol25 dataset.

Geometry as XYZ:
```
16
Properties=species:S:1:pos:R:3:forces:R:3
O -0.666858 4.467908 -3.032345 0.28 -3.86 2.38
C -0.596426 3.492583 -2.427096 -0.22 3.42 -2.10
Os -0.211063 -0.760912 0.172815 -0.04 -1.60 3.52
O -1.369927 1.813885 1.439666 1.98 -4.28 -2.07
C -0.934467 0.845786 0.964382 -3.56 7.09 3.25
C -0.464614 -2.667438 0.475726 -1.72 -7.98 0.85
O -0.628334 -3.807630 0.633208 0.93 5.48 -0.65
C 1.417998 -0.425488 -0.755508 9.17 1.98 -5.00
O 2.422216 -0.219960 -1.309224 -4.70 -0.97 2.46
C -1.305813 -0.711422 -1.394288 -5.07 0.66 -6.96
O -1.962024 -0.675070 -2.354192 3.03 -0.34 4.45
H -0.430854 1.938131 -1.470720 -0.13 0.40 -0.38
N 1.024317 -0.819004 2.020825 -0.04 -0.06 -0.44
H 0.436047 -0.832960 2.858775 0.03 0.00 0.29
H 1.632635 0.001515 2.099525 0.06 0.06 0.24
H 1.637174 -1.639919 2.078450 0.02 0.01 0.15
```
Positions in Å, forces in eV/Å.

spin multiplicity	5
expectation value of S²	6.03
total charge	+3

natural (NBO) population analysis, charges in e, atoms 1 to 4: -0.313 0.599 0.967 -0.143

=====

4.
The following is a quantum chemistry calculation of one molecule with the formula C5H4O at a distorted geometry, from the OMol25 dataset.

Geometry as XYZ:
```
10
Properties=species:S:1:pos:R:3:forces:R:3
C 1.927836 -0.365288 0.005058 -0.11 0.32 -0.01
C 0.606244 -0.315654 -0.015850 0.27 0.19 0.05
C -0.358015 -1.400909 -0.014388 -3.92 1.27 0.09
C -1.476474 -0.824310 0.024746 3.14 -2.58 -0.05
C -1.542999 0.633098 0.000013 0.05 0.68 0.00
O -0.113020 0.899982 -0.024482 0.35 0.26 -0.02
H 2.506614 0.540173 0.022877 0.12 0.18 -0.01
H 2.431333 -1.312111 0.008536 0.02 -0.18 0.00
H -2.006165 1.047347 -0.899598 0.04 -0.02 0.10
H -1.975352 1.097675 0.893086 0.04 -0.12 -0.16
```
Positions in Å, forces in eV/Å.

spin multiplicity	1

natural (NBO) population analysis, charges in e, atoms 1 to 4: -0.464 0.243 -0.086 0.087

=====

The records above yield calculated total energy values of -11209.7678 -32504.2267 -19401.7964 -7291.1661 eV, respectively.
The records above yield energy above the lowest of the compared OMol25 structures with the same formula, charge and spin values of 16.9 29.8 0.0 104.7 kcal per mole, respectively.